Version w
Entry from OMol25: an isolated molecule of C5H10NP (the ωB97M-V functional and the def2-TZVPD basis).

The geometry in ORCA input format:
```
! RIJCOSX wB97M-V def2-TZVPD def2/J DEFGRID3
* xyz 0 1
C 1.3565 -1.1230 0.0173
C 0.1457 -0.1778 -0.0603
C 0.3240 0.4564 -1.4179
C 0.1833 1.0126 1.0028
P -1.4009 -1.2359 -0.0524
C -2.4803 0.1124 0.1928
N -3.2406 0.9676 0.0813
H 1.2988 -1.7916 0.9560
H 1.2248 -1.8011 -0.7488
H 2.3049 -0.5769 0.0336
H 0.7602 -0.1636 -2.1549
H 1.0035 1.2744 -1.2810
H -0.5003 0.8500 -1.8234
H -0.8379 1.3461 1.1022
H 0.2464 0.5229 2.0100
H 0.9729 1.7863 0.8680
H -1.3609 -1.4588 1.2747
*
```

## Properties
Gap between HOMO and LUMO in eV: 10.984
Structure (SMILES): CC(C)(C)PC#N
LUMO level in eV: 0.76

Let us look at the Löwdin charges, expressed in e, one per atom: C -0.13; C -0.77; C -0.12; C -0.07; P 0.98; C -0.53; N 0.10; H 0.10; H 0.03; H 0.09; H 0.07; H 0.08; H 0.03; H 0.03; H 0.08; H 0.09; H -0.07

---

Version x
Entry from OMol25: an isolated molecule of C5H10NP (the ωB97M-V functional and the def2-TZVPD basis).

The geometry in ORCA input format:
```
! RIJCOSX wB97M-V def2-TZVPD def2/J DEFGRID3
* xyz 0 1
C -2.0452 -0.0483 -0.1486
C -0.6231 -0.5590 -0.3855
C 0.1272 -0.3187 -1.6775
C 1.3916 -0.1797 -1.3459
C 1.5910 -0.2639 0.1046
N 0.2650 0.0398 0.6706
P -0.2051 0.9852 1.9148
H -2.1201 1.0075 -0.0714
H -2.2865 -0.3758 0.8771
H -2.7334 -0.4539 -0.8566
H -0.5094 -1.6686 -0.0720
H -0.3757 -0.1082 -2.6341
H 2.0521 0.1107 -2.0441
H 1.9579 -1.3483 0.5382
H 2.4566 0.3747 0.3436
H 0.4141 2.2212 1.7987
H 0.6430 0.5852 2.9881
*
```

## Properties
Gap between HOMO and LUMO in eV: 9.857
Structure (SMILES): C[C@H]1C=CCN1P
LUMO level in eV: 1.06

Let us look at the Löwdin charges, expressed in e, one per atom: C -0.11; C -0.38; C -0.04; C -0.11; C -0.23; N -0.46; P 0.79; H 0.04; H 0.05; H 0.07; H 0.16; H 0.12; H 0.07; H 0.16; H 0.11; H -0.14; H -0.11

---

Verdict on stability: version w comes out on top.

---

Version w
Entry from OMol25: a cluster of 2 separate species, C3H13N3 in total (the ωB97M-V functional and the def2-TZVPD basis).

The geometry in ORCA input format:
```
! RIJCOSX wB97M-V def2-TZVPD def2/J DEFGRID3
* xyz 0 1
C 0.8558 -0.8570 -2.7673
C 0.6328 -1.8390 -1.5786
N 0.5331 -1.2492 -0.2548
H 1.7734 -0.1330 -2.7590
H 0.8104 -1.4170 -3.7486
H -0.1324 -0.2276 -2.9959
H -0.1380 -2.5513 -1.8933
H 1.4762 -2.4526 -1.6305
H 1.3683 -0.7035 -0.0879
H -0.3676 -0.7007 -0.2797
N 0.1961 0.6217 2.1725
C -1.1073 1.2835 2.4334
N -1.6672 2.1603 1.3183
H 0.9743 1.3029 2.1260
H 0.4652 -0.1014 2.7912
H -1.8013 0.5641 2.6779
H -0.8702 1.9604 3.1717
H -0.8974 2.6543 0.7562
H -2.1042 1.6853 0.5484
*
```

## Properties
Gap between HOMO and LUMO in eV: 9.942
Structure (SMILES): CCN.NCN
LUMO level in eV: 0.96

Let us look at the Löwdin charges, expressed in e, one per atom: C -0.15; C -0.38; N -0.03; H 0.09; H 0.06; H 0.09; H 0.10; H 0.07; H 0.05; H 0.07; N -0.02; C -0.30; N -0.02; H 0.07; H 0.04; H 0.08; H 0.06; H 0.08; H 0.03

---

Version x
Entry from OMol25: a cluster of 2 separate species, C3H13N3 in total (the ωB97M-V functional and the def2-TZVPD basis).

The geometry in ORCA input format:
```
! RIJCOSX wB97M-V def2-TZVPD def2/J DEFGRID3
* xyz 0 1
C 0.1185 -0.0207 -2.9457
N -0.2827 0.4080 -1.6064
C 0.6484 1.5364 -1.2929
H 1.1386 -0.4058 -3.0299
H 0.2918 0.8366 -3.6378
H -0.6327 -0.6613 -3.4008
H -1.2505 0.6881 -1.5522
H 0.3874 1.8364 -0.2739
H 1.6673 1.1711 -1.2558
H 0.4525 2.3661 -1.9712
N -0.1548 0.4059 2.5786
C 0.0518 -1.0041 2.2965
N -0.5970 -1.4067 1.0466
H 0.0207 0.6600 3.5456
H 0.5772 0.9258 2.0933
H -0.4891 -1.5731 3.0503
H 1.1027 -1.3323 2.3507
H -0.4538 -2.4127 1.0131
H -0.1935 -1.0433 0.1833
*
```

## Properties
Gap between HOMO and LUMO in eV: 9.754
Structure (SMILES): CNC.NCN
LUMO level in eV: 1.00

Let us look at the Löwdin charges, expressed in e, one per atom: C -0.17; N -0.18; C -0.13; H 0.07; H 0.07; H 0.07; H 0.10; H 0.06; H 0.08; H 0.07; N -0.01; C -0.40; N -0.01; H 0.06; H 0.05; H 0.10; H 0.10; H 0.06; H 0.02

---

Verdict on stability: version x comes out on top.

---

Version w
Entry from OMol25: a cluster of 2 separate species, C3H13N3 in total (the ωB97M-V functional and the def2-TZVPD basis).

The geometry in ORCA input format:
```
! RIJCOSX wB97M-V def2-TZVPD def2/J DEFGRID3
* xyz 0 1
C -0.4528 -0.7505 2.2603
C 0.9877 -0.6743 1.9254
N 1.4658 0.7103 1.7247
H -1.1933 -0.4778 1.4990
H -0.6150 -1.8279 2.3240
H -0.7341 -0.1216 3.1771
H 1.6019 -1.1629 2.7449
H 1.1717 -1.3257 1.0305
H 0.8403 1.1638 2.3088
H 2.3272 0.8532 2.2139
N -0.2893 0.6313 -0.8740
C -0.5575 -0.3076 -1.9790
N -1.0352 0.4324 -3.1536
H -0.4609 1.6406 -1.1892
H 0.6723 0.3839 -0.4631
H 0.2816 -0.9783 -2.2969
H -1.4646 -0.8928 -1.8337
H -1.8323 1.0133 -2.7839
H -1.4478 -0.2912 -3.8516
*
```

## Properties
Gap between HOMO and LUMO in eV: 9.705
Structure (SMILES): CCN.NCN
LUMO level in eV: 1.10

Let us look at the Löwdin charges, expressed in e, one per atom: C -0.15; C -0.38; N -0.01; H 0.06; H 0.07; H 0.10; H 0.12; H 0.10; H 0.02; H 0.06; N -0.02; C -0.41; N -0.08; H 0.09; H 0.06; H 0.11; H 0.08; H 0.07; H 0.10

---

Version x
Entry from OMol25: a cluster of 2 separate species, C3H13N3 in total (the ωB97M-V functional and the def2-TZVPD basis).

The geometry in ORCA input format:
```
! RIJCOSX wB97M-V def2-TZVPD def2/J DEFGRID3
* xyz 0 1
C -2.4096 1.1900 -0.7935
N -1.3095 0.9294 -1.6927
C -0.4274 2.0852 -1.8965
H -2.7502 0.2317 -0.4131
H -2.0965 1.7753 0.0748
H -3.2295 1.8024 -1.2036
H -1.5181 0.5901 -2.6193
H -0.9819 2.9156 -2.3636
H 0.3319 1.7476 -2.5876
H -0.0116 2.4586 -0.9615
N 2.0486 -0.5519 0.8597
C 1.0061 -1.1229 1.6952
N 1.0788 -2.5689 1.8915
H 2.9628 -0.9071 1.1047
H 1.8654 -0.7536 -0.1142
H 1.0894 -0.7101 2.6981
H 0.0457 -0.8703 1.2503
H 1.1122 -3.0831 1.0259
H 1.7605 -2.8435 2.5769
*
```

## Properties
Gap between HOMO and LUMO in eV: 9.743
Structure (SMILES): CNC.NCN
LUMO level in eV: 1.12

Let us look at the Löwdin charges, expressed in e, one per atom: C -0.16; N -0.20; C -0.15; H 0.07; H 0.07; H 0.07; H 0.09; H 0.07; H 0.07; H 0.07; N -0.02; C -0.37; N -0.02; H 0.05; H 0.05; H 0.10; H 0.10; H 0.05; H 0.05

---

Version y
Entry from OMol25: a cluster of 2 separate species, C3H13N3 in total (the ωB97M-V functional and the def2-TZVPD basis).

The geometry in ORCA input format:
```
! RIJCOSX wB97M-V def2-TZVPD def2/J DEFGRID3
* xyz 0 1
C -1.4986 -0.7968 -1.0592
C -1.3653 -0.5108 0.4222
N -0.5956 0.7441 0.7573
C -0.7165 1.1313 2.1601
H -2.0420 0.0070 -1.5693
H -0.5547 -0.9420 -1.5894
H -2.0785 -1.7133 -1.2106
H -0.8924 -1.3446 0.9530
H -2.3826 -0.4037 0.8186
H 0.4007 0.6948 0.5552
H 0.1835 0.7233 2.6401
H -0.5746 2.1599 2.5106
H -1.7479 0.9917 2.5048
N 2.1052 -0.7020 -0.9632
N 2.5870 0.4623 -1.6536
H 2.8832 -1.2693 -0.6133
H 1.4290 -0.4659 -0.1578
H 1.8012 1.0349 -1.9767
H 3.0588 0.1990 -2.5287
*
```

## Properties
Gap between HOMO and LUMO in eV: 9.095
Structure (SMILES): CCNC.NN
LUMO level in eV: 1.11

Let us look at the Löwdin charges, expressed in e, one per atom: C -0.12; C -0.29; N -0.14; C -0.15; H 0.07; H 0.05; H 0.07; H 0.10; H 0.10; H 0.06; H 0.08; H 0.06; H 0.08; N -0.11; N -0.11; H 0.06; H 0.06; H 0.06; H 0.06

---

Verdict on stability: version x comes out on top.